# C3H10N3O

A 2-piece molecular cluster, C3H10N3O overall at a distorted geometry (wB97M-V/def2-TZVPD, the Open Molecules 2025 dataset).

Properties
highest occupied orbital energy = -2.3537 eV
lowest unoccupied orbital energy = 4.18 eV
DFT total energy = -9787.356 eV
energy relative to the best compared isomer or geometry (same formula, charge and spin) = 430.30 kJ/mol
frontier orbital gap = 6.529 eV
maximum force = 4.4 eV/Å
net charge = -1

Last column: Mulliken charge in e.
Geometry (Å):
C: -1.646 1.352 1.815  -0.77
C: 1.032 -0.166 -1.498  -1.05
C: 1.392 -1.132 0.749  -0.80
N: -0.385 0.570 1.618  -0.58
N: 0.711 -0.174 -0.111  0.53
N: -0.178 0.552 0.317  -0.14
O: -1.357 -0.856 -2.593  -0.93
H: -1.323 2.280 2.305  0.18
H: -2.175 1.401 0.895  0.36
H: -2.366 0.842 2.433  0.25
H: -0.249 -0.739 -2.125  0.38
H: 1.146 0.953 -1.651  0.22
H: 2.061 -0.549 -1.676  0.21
H: 1.226 -0.776 1.787  0.42
H: 0.962 -2.174 0.550  0.23
H: 2.436 -1.348 0.393  0.21
H: -1.287 -0.036 -3.209  0.29